Entry from the Open Molecules 2025 dataset: 2 unconnected molecules or ions with the total composition C42H45BrF8N4O5PS (wB97M-V/def2-TZVPD).

Each line ends with the Mulliken charge.
Positions of all 107 atoms, in Å:
C  -4.91972  -3.55282  4.26151  -0.27
C  -4.75382  -3.48299  3.07659  -0.82
C  -4.36465  -3.47863  1.68877  0.83
C  -4.92040  -4.37618  0.75164  0.08
S  -6.16811  -5.64601  1.03238  1.41
O  -7.45073  -5.13053  0.65201  -0.65
O  -5.78630  -6.76697  0.21344  -0.67
C  -6.18132  -6.32619  2.76803  0.63
F  -4.97735  -6.47760  3.29239  -0.19
F  -6.81429  -7.49470  2.69507  -0.20
F  -6.95338  -5.52620  3.52169  -0.19
C  -4.51946  -4.29653  -0.58598  -1.05
C  -3.59854  -3.36042  -1.02542  -0.01
P  -3.21810  -3.34004  -2.81749  0.67
O  -3.75055  -4.56790  -3.45648  -0.73
C  -3.03055  -2.47324  -0.10227  0.14
C  -3.40568  -2.54633  1.23616  0.21
C  -2.72458  -1.55830  2.15574  -0.52
O  -3.30327  -1.06446  3.09055  -0.48
C  -1.29521  -1.13955  1.84168  1.45
C  -0.98083  -1.04471  0.47300  0.58
C  0.30194  -0.62320  0.06289  0.83
C  0.63014  -0.48630  -1.42163  -1.85
C  0.16283  0.84208  -2.05767  0.91
C  -0.91899  1.71514  -1.45604  -1.30
N  0.71227  1.25967  -3.13085  -0.67
C  1.26184  -0.32116  1.05364  0.48
C  2.65813  0.13464  0.63083  -1.07
C  2.89700  1.68774  0.61386  -1.64
C  1.69002  2.55307  0.99509  1.05
C  2.08764  4.04524  1.03366  -0.99
N  1.22585  4.85029  1.87935  0.29
C  0.04012  4.50847  2.47636  -0.04
C  -0.47508  5.52947  3.23503  -0.79
C  0.47426  6.61401  3.07231  -0.57
C  1.46638  6.15567  2.24381  -0.58
C  0.92112  -0.42984  2.42039  0.37
C  2.00959  -0.07070  3.44386  -2.21
C  2.66389  -1.34240  4.07316  -0.82
C  4.13191  -1.56825  3.65209  -1.13
C  4.81145  -2.49763  4.66296  0.63
F  6.03748  -2.86617  4.21784  -0.32
F  4.97569  -1.85512  5.85083  -0.29
C  4.00209  -3.80844  4.94691  0.78
F  3.14771  -3.66510  5.96452  -0.24
F  4.88068  -4.76801  5.32199  -0.28
F  3.38074  -4.27484  3.85376  -0.26
C  -0.35353  -0.85697  2.84550  0.91
C  -0.63160  -1.00287  4.34046  -0.70
Br  -1.31498  -2.79305  4.80171  -0.11
C  -1.47374  0.13152  4.99583  -0.74
C  -1.30487  1.48085  4.27774  -0.91
C  -2.03759  -1.42649  -0.52669  -0.36
O  -2.14342  -0.94276  -1.63484  -0.56
H  -5.00825  -3.34675  5.31026  0.48
H  -4.97304  -4.97442  -1.31302  0.64
H  -3.81969  -2.18257  -3.36321  0.06
H  -1.82240  -3.22217  -3.00743  0.03
H  1.68094  -0.67654  -1.65074  0.64
H  0.06609  -1.27356  -1.94248  0.64
H  -0.93812  1.69553  -0.36146  0.19
H  -0.70938  2.74489  -1.77426  0.49
H  -1.91146  1.47180  -1.84825  0.31
H  1.43945  0.60864  -3.44239  0.16
H  2.96930  -0.28958  -0.32379  0.37
H  3.35096  -0.27502  1.37570  -0.19
H  3.71471  1.94382  1.30560  0.52
H  3.28083  1.94945  -0.38396  0.44
H  1.35245  2.28467  2.00171  -0.06
H  0.90524  2.44173  0.24286  -0.14
H  3.09747  4.09087  1.47374  0.49
H  2.15693  4.46113  0.01948  0.31
H  -0.38266  3.52197  2.31714  0.31
H  -1.40433  5.49250  3.78768  0.43
H  0.38346  7.59808  3.51671  0.41
H  2.31639  6.75647  1.93257  0.39
H  1.47962  0.44224  4.25770  0.60
H  2.72340  0.65707  3.05416  0.62
H  2.02701  -2.19533  3.80806  0.44
H  2.62680  -1.23251  5.16426  0.50
H  4.19730  -2.05116  2.66647  0.33
H  4.69328  -0.62929  3.57340  0.52
H  0.34185  -0.97762  4.83003  0.23
H  -1.06462  0.25011  6.01134  0.54
H  -2.51517  -0.16544  5.12790  0.36
H  -0.24868  1.65055  4.02362  0.10
H  -1.88317  1.56175  3.35076  0.22
H  -1.56087  2.28290  4.98102  0.57
C  1.00541  4.74420  -9.89253  -1.19
C  1.96456  3.57195  -9.79377  -0.30
N  1.81011  2.81985  -8.53919  0.18
C  1.78554  3.34444  -7.26610  -0.53
C  1.67076  2.30076  -6.40831  -0.16
N  1.64515  1.15830  -7.17495  0.14
C  1.72766  1.49658  -8.45911  -0.08
C  1.55908  -0.21619  -6.68025  -0.54
H  1.22130  5.50163  -9.13866  0.36
H  1.09520  5.21396  -10.87004  0.38
H  -0.02629  4.41823  -9.75714  0.34
H  2.99958  3.90956  -9.85500  0.28
H  1.79150  2.88066  -10.61737  0.32
H  1.85193  4.40637  -7.11552  0.40
H  1.60753  2.23141  -5.33335  0.31
H  1.73585  0.81246  -9.29108  0.39
H  2.46130  -0.75562  -6.96092  0.35
H  0.68888  -0.70234  -7.11566  0.34
H  1.46316  -0.20675  -5.59959  0.05

Properties
- charge = +1
- LUMO (eV) = -3.22
- multiplicity = 1
- calculated total energy (hartree) = -6334.84524